78
Properties=species:S:1:pos:R:3:forces:R:3 method="wB97M-V/def2-TZVPD" e_above_lowest_kcal_mol=99.8 charge=0 homo_lumo_gap_ev=4.73 lumo_energy_ev=-1.95
K 5.335 2.804 -1.568 -0.4 -0.3 0.1
O 0.283 -0.353 -1.675 0.3 -0.5 -1.6
C 0.306 0.384 -0.574 -1.9 1.1 5.4
O 1.345 1.033 -0.301 1.6 0.4 -1.4
O -0.654 0.325 0.236 -0.2 -0.4 -1.3
H 1.171 -0.085 -1.921 0.6 -0.5 -1.2
C 0.384 -3.516 2.960 0.0 -0.4 0.6
C -0.873 -3.352 3.870 0.2 0.1 -2.0
O -0.995 -2.010 4.266 0.4 0.6 1.3
H 1.206 -2.961 3.412 -0.1 0.3 0.0
H 0.244 -3.182 1.932 -0.2 0.3 0.1
H 0.791 -4.525 2.897 -0.4 -0.3 0.1
H -0.868 -4.054 4.703 0.1 0.5 0.2
H -1.793 -3.481 3.299 0.0 -1.1 -0.2
H -0.977 -1.471 3.471 0.0 0.1 -0.1
C -5.117 3.309 -1.027 0.3 -0.1 -0.5
C -6.433 2.991 -1.806 3.3 -0.2 -0.9
O -7.511 3.178 -1.024 -2.5 0.3 1.5
H -4.198 3.296 -1.613 -0.2 -0.1 -0.6
H -4.887 2.561 -0.267 -0.5 0.0 0.3
H -5.105 4.306 -0.587 -0.5 -0.1 0.2
H -6.411 1.958 -2.155 0.3 -0.2 -0.2
H -6.509 3.607 -2.702 0.0 0.2 0.1
H -7.597 2.392 -0.480 -0.2 0.1 0.2
C -2.993 4.835 5.029 -0.5 -0.5 1.1
C -2.987 3.526 4.276 0.1 1.0 -0.4
O -2.219 3.815 3.129 0.8 -0.5 -0.4
H -3.115 5.690 4.365 -0.1 -0.1 0.2
H -2.093 4.910 5.640 0.3 0.3 -0.4
H -3.768 4.781 5.794 -0.4 0.4 -0.1
H -3.963 3.216 3.904 -0.3 -0.1 0.6
H -2.538 2.775 4.926 0.0 -0.4 -0.2
H -2.026 2.983 2.690 0.2 -0.1 -0.3
C 6.620 -1.574 0.495 0.8 -0.3 0.8
C 8.079 -1.512 -0.019 -1.1 0.0 0.2
O 8.306 -0.196 -0.475 0.0 0.9 -0.5
H 6.346 -2.614 0.674 -0.1 0.0 -0.3
H 5.878 -1.088 -0.139 0.3 -0.2 -0.5
H 6.501 -1.097 1.468 0.3 0.2 0.1
H 8.201 -2.229 -0.831 0.0 -0.1 -0.2
H 8.843 -1.715 0.731 -0.4 -0.4 0.4
H 9.241 -0.108 -0.674 0.1 0.1 0.0
C -1.363 -1.830 -7.081 0.8 0.7 -0.3
C -1.979 -0.514 -6.626 -0.5 -0.8 -0.6
O -2.773 -0.708 -5.498 -0.4 0.3 0.8
H -0.711 -2.227 -6.303 0.1 0.0 0.0
H -0.751 -1.514 -7.926 0.3 -0.6 -0.3
H -2.018 -2.647 -7.387 -0.4 0.4 0.0
H -2.639 -0.120 -7.399 0.0 0.0 -0.1
H -1.210 0.242 -6.465 0.2 0.0 0.1
H -2.180 -0.793 -4.747 -0.1 -0.1 0.3
C -5.616 -4.523 0.374 -0.4 0.1 0.8
C -5.052 -3.284 -0.257 -0.2 -0.1 -0.5
O -4.878 -2.289 0.747 0.5 -0.2 -0.4
H -5.760 -5.345 -0.328 -0.1 0.1 0.0
H -6.545 -4.221 0.856 -0.4 -0.3 -0.3
H -5.035 -4.848 1.237 0.5 -0.1 -0.3
H -5.739 -2.916 -1.019 -0.3 0.1 0.0
H -4.154 -3.508 -0.832 0.5 0.1 0.3
H -3.970 -1.993 0.646 0.0 0.4 0.2
C 3.352 2.389 6.705 -0.4 -0.6 -0.8
C 2.945 1.552 5.480 -1.0 -0.2 0.3
O 3.113 2.287 4.301 1.2 0.8 -0.8
H 2.737 3.284 6.800 0.0 0.0 -0.1
H 4.395 2.689 6.612 0.0 -0.1 0.1
H 3.209 1.769 7.590 0.1 0.1 0.1
H 1.891 1.280 5.427 -0.3 -0.1 1.1
H 3.457 0.590 5.467 0.6 0.0 0.0
H 2.806 1.777 3.548 -0.2 -0.1 0.0
C 5.113 -0.914 -4.836 0.3 0.5 0.1
C 4.370 0.014 -5.791 1.0 -3.1 -1.4
O 3.607 0.919 -5.154 -1.1 2.5 1.8
H 4.464 -1.446 -4.141 -0.1 0.3 0.0
H 5.845 -0.297 -4.315 0.0 0.0 0.5
H 5.728 -1.664 -5.334 -0.3 0.0 -0.4
H 3.667 -0.585 -6.369 0.3 -0.5 -0.6
H 5.097 0.465 -6.466 0.2 0.1 -0.2
H 3.124 1.376 -5.847 -0.3 0.3 0.3


19
Properties=species:S:1:pos:R:3:forces:R:3 method="wB97M-V/def2-TZVPD" charge=0 homo_lumo_gap_ev=6.26 lumo_energy_ev=0.19
C -0.984 -0.097 0.260 -4.1 1.3 2.3
C -2.273 0.102 1.049 0.1 -0.4 0.3
C 2.441 0.327 -0.332 -0.1 0.1 0.0
C 1.297 0.624 -1.117 0.9 -0.2 -0.3
C 2.128 -0.890 0.171 0.3 0.3 0.1
H -2.348 -0.975 -1.445 -0.7 -0.6 0.7
H -0.670 0.851 -0.195 -1.4 0.0 0.8
H -0.184 -0.418 0.932 -0.9 0.5 0.4
H -2.576 -0.842 1.508 0.0 0.1 0.0
H -2.096 0.832 1.854 0.0 -0.1 -0.1
H -3.181 1.401 -0.074 -0.1 -0.2 0.0
H 4.164 0.674 0.410 -0.2 0.2 -0.2
H 1.105 1.510 -1.710 0.0 -0.1 0.1
N 0.405 -0.334 -1.073 12.2 3.5 -3.0
O -3.354 0.499 0.227 -0.1 0.5 -0.1
O 3.532 1.119 -0.179 0.2 -0.4 0.3
O 0.937 -1.307 -0.246 3.1 -0.9 -0.7
F 2.793 -1.694 0.976 -0.2 0.1 -0.1
S -1.137 -1.381 -1.016 -9.2 -3.8 -0.4


20
Properties=species:S:1:pos:R:3:forces:R:3 method="wB97M-V/def2-TZVPD" smiles="CCC/C(C)=C/N" e_above_lowest_kcal_mol=41.7 charge=0 homo_lumo_gap_ev=8.50 lumo_energy_ev=0.95
C -1.267 2.487 0.742 0.1 2.1 0.2
C -0.581 1.771 -0.425 -1.3 -0.1 -0.5
C -0.936 0.248 -0.510 1.3 0.2 -0.2
C 0.244 -0.547 0.015 -2.2 -1.1 0.9
C 0.436 -0.305 1.537 -0.1 -1.4 -1.1
C 0.486 -1.689 -0.681 2.3 1.1 -0.2
N 1.751 -2.340 -0.781 -0.5 -0.3 0.5
H -0.886 2.536 1.769 0.4 -1.2 -0.2
H -2.326 2.247 0.808 0.0 -0.1 -0.1
H -1.204 3.587 0.571 -0.3 -0.5 -0.4
H -1.029 2.186 -1.329 -0.3 0.3 0.0
H 0.456 2.098 -0.579 0.1 -0.8 0.5
H -1.086 -0.081 -1.544 -0.1 0.5 0.0
H -1.867 0.037 0.012 -0.1 0.2 0.4
H 1.008 0.571 1.823 0.0 0.0 0.2
H -0.595 -0.319 1.958 0.6 0.7 -0.3
H 0.808 -1.247 1.939 0.8 0.3 0.3
H -0.203 -2.088 -1.413 -0.2 0.4 -0.3
H 2.550 -1.728 -0.661 -0.4 0.0 0.2
H 1.843 -2.785 -1.680 0.0 -0.2 0.1


15
Properties=species:S:1:pos:R:3:forces:R:3 method="wB97M-V/def2-TZVPD" e_above_lowest_kcal_mol=152.5 charge=0 homo_lumo_gap_ev="9.65 / 8.91" lumo_energy_ev="0.47 / 0.40"
C -0.175 -0.374 -0.736 0.5 0.7 -0.3
C -0.685 -0.271 -2.120 0.6 -0.3 -0.2
C 1.155 0.269 -0.441 -1.3 0.2 2.7
C -0.127 0.444 2.784 -1.3 0.8 0.9
N -1.140 -0.355 0.260 -1.0 -0.3 1.1
O -0.557 -1.562 -0.072 0.2 -0.4 0.3
H -0.845 0.768 -2.424 0.3 -0.3 -0.2
H -1.573 -0.855 -2.217 -0.9 -0.1 0.0
H 0.064 -0.833 -2.662 0.3 0.4 -1.0
H 1.707 -0.258 0.337 -0.1 -0.4 -0.1
H 0.894 1.215 0.079 0.4 -0.1 -0.7
H 1.774 0.413 -1.259 1.0 0.4 -1.7
H -0.282 1.135 1.915 0.6 -1.0 1.2
H -0.901 0.549 3.628 1.4 -0.3 -1.5
H 0.691 -0.285 2.928 -0.6 0.7 -0.4


92
Properties=species:S:1:pos:R:3:forces:R:3 method="wB97M-V/def2-TZVPD" e_above_lowest_kcal_mol=35.3 charge=+1 homo_lumo_gap_ev=7.14 lumo_energy_ev=-2.30
Ca 1.119 -1.250 -0.128 -0.9 0.2 0.1
N 2.407 -0.168 -2.441 -0.1 -0.1 0.5
C 2.322 1.075 -3.165 0.1 0.4 0.6
C 3.465 1.650 -3.736 -0.9 -0.5 -0.7
C 3.314 2.715 -4.626 0.3 -0.1 1.0
C 2.097 3.368 -4.732 -0.5 0.1 0.1
C 1.009 2.907 -3.985 0.4 0.1 -0.8
C 1.104 1.755 -3.212 0.0 0.6 -0.6
P -0.392 1.169 -2.396 -0.3 -0.8 1.5
C -1.569 0.908 -3.718 -1.2 -1.5 -1.9
C -1.782 -0.466 -4.106 0.2 1.3 0.0
C -2.635 -0.800 -5.163 0.6 0.4 0.0
C -3.216 0.208 -5.938 -0.2 -0.6 0.9
C -3.120 1.521 -5.488 -0.8 1.1 -0.5
C -2.320 1.892 -4.422 0.7 -1.8 0.6
C -1.174 2.607 -1.577 0.6 1.1 -0.4
C -0.441 3.778 -1.263 -0.6 0.0 0.4
C -1.063 4.819 -0.554 -0.4 -0.5 0.0
C -2.416 4.742 -0.201 0.7 -1.0 -0.5
C -3.124 3.577 -0.527 -0.5 0.5 0.1
C -2.543 2.548 -1.249 0.7 0.2 0.3
H 3.372 -0.358 -2.258 0.7 -0.1 0.2
H 2.098 -0.941 -3.012 -0.2 -0.1 -0.4
H 4.424 1.164 -3.594 0.0 0.0 -0.1
H 4.194 3.053 -5.150 0.0 0.2 -0.2
H 1.997 4.239 -5.376 0.0 -0.2 0.1
H 0.025 3.368 -4.058 0.4 0.2 0.0
H -1.203 -1.253 -3.615 -0.3 0.3 0.1
H -2.825 -1.847 -5.392 0.2 0.2 -0.1
H -3.816 -0.099 -6.785 -0.1 0.4 0.0
H -3.752 2.338 -5.906 0.7 -0.9 -0.1
H -2.289 2.912 -4.117 0.0 0.6 0.2
H 0.604 3.968 -1.554 -0.5 -0.6 0.2
H -0.462 5.658 -0.228 -0.1 0.2 -0.2
H -2.912 5.555 0.289 -0.1 0.2 0.3
H -4.177 3.469 -0.230 0.5 0.2 -0.2
H -3.187 1.731 -1.562 0.3 -0.2 0.1
N 3.893 -4.849 -0.527 -0.7 0.3 0.4
C 3.021 -5.572 -1.322 0.4 0.3 -0.8
C 1.942 -4.734 -1.472 -0.4 -1.3 -0.4
N 2.060 -3.628 -0.710 1.7 1.4 1.1
C 3.289 -3.695 -0.130 -0.5 -0.1 -0.7
C 3.929 -2.620 0.691 -0.8 1.5 0.3
N 3.287 -1.451 0.946 0.4 -2.1 -1.2
C 4.114 -0.695 1.699 -0.4 0.7 0.5
C 5.265 -1.341 1.977 0.6 -1.4 -0.6
N 5.152 -2.562 1.291 -0.1 -0.3 0.1
H 4.798 -5.112 -0.214 0.5 -0.5 0.1
H 3.279 -6.511 -1.850 -0.1 0.9 0.7
H 1.084 -4.916 -2.132 0.4 0.2 0.6
H 3.798 0.277 2.033 0.0 0.1 0.0
H 6.132 -1.117 2.594 -0.4 0.0 -0.4
H 5.872 -3.268 1.220 -0.1 0.2 0.2
Se 0.164 -2.009 2.983 -0.2 0.8 -0.2
P 0.125 0.203 3.197 0.9 -0.9 0.0
Se 0.788 1.158 1.378 0.0 0.7 0.1
C 1.233 0.561 4.598 0.6 -0.3 0.0
C 0.980 -0.175 5.741 -0.2 -0.1 0.9
C 1.802 -0.027 6.887 -1.3 -0.7 0.2
C 2.809 0.899 6.887 1.4 0.8 -0.4
C 3.137 1.560 5.662 0.4 0.3 1.8
C 2.375 1.389 4.552 -1.1 -0.4 -1.1
C -1.436 0.922 3.744 -0.5 0.0 -1.3
C -2.559 0.085 3.735 -0.2 0.7 0.3
C -3.819 0.696 3.883 0.2 0.0 0.1
C -3.917 2.092 4.011 -0.3 -0.1 0.9
C -2.763 2.866 4.203 0.0 0.4 -0.8
C -1.529 2.331 3.881 -1.0 -2.3 0.7
H 0.090 -0.834 5.769 0.8 0.3 0.1
H 1.587 -0.623 7.801 0.1 0.6 -0.8
H 3.388 1.110 7.820 -0.5 -0.3 -1.1
H 3.951 2.287 5.617 -0.1 -0.3 0.2
H 2.607 1.899 3.616 0.0 0.0 0.2
H -2.424 -1.004 3.565 -0.2 0.8 0.3
H -4.699 0.059 3.997 0.1 0.3 -0.5
H -4.893 2.617 4.048 0.6 -0.7 0.2
H -2.807 3.908 4.530 -0.3 -0.2 -0.5
H -0.660 2.903 3.736 1.0 0.9 0.2
C -2.033 -4.129 0.836 0.0 0.5 -0.8
P -2.219 -2.834 -0.417 1.1 1.0 0.5
C -2.652 -3.739 -1.910 -0.1 0.4 0.5
C -3.671 -1.895 0.051 -0.1 -0.1 0.6
O -1.003 -1.914 -0.510 -0.7 -1.1 -0.4
H -2.907 -4.771 0.764 0.0 -0.1 0.5
H -1.786 -3.713 1.805 -0.5 0.2 0.3
H -1.149 -4.682 0.570 0.4 -0.5 -0.3
H -3.701 -3.961 -1.745 -0.1 -0.6 -0.2
H -2.032 -4.621 -1.987 0.0 -0.3 -0.1
H -2.586 -3.146 -2.806 0.1 0.3 -0.3
H -4.531 -2.585 0.088 0.1 0.4 -0.1
H -3.850 -1.013 -0.593 0.1 -0.6 0.3
H -3.457 -1.585 1.092 -0.2 0.2 -0.5


19
Properties=species:S:1:pos:R:3:forces:R:3 method="wB97M-V/def2-TZVPD" e_above_lowest_kcal_mol=143.9 charge=0 homo_lumo_gap_ev="7.72 / 7.70" lumo_energy_ev="-0.37 / -0.72"
C -1.188 1.576 0.870 0.0 -2.7 1.2
C -1.878 0.519 1.513 2.2 0.3 -2.2
C -0.107 0.926 0.248 -1.0 -1.0 -1.0
C 3.046 1.783 -1.853 0.0 -0.6 -0.5
C -1.563 -1.968 1.586 1.9 -2.1 -3.2
N -0.233 -0.383 0.287 0.2 -0.3 0.5
N -1.309 -0.663 1.109 0.2 3.3 -0.8
N 0.888 0.438 -2.921 -0.5 -1.1 -0.8
O 0.853 3.031 -2.386 -1.3 2.6 -1.3
S 1.399 1.808 -1.961 0.4 -5.3 1.1
H -1.309 2.584 1.056 -0.4 1.8 0.2
H -2.634 0.556 2.224 -1.3 0.0 0.9
H 3.499 2.719 -1.654 0.2 0.9 0.3
H 3.589 0.890 -1.557 -0.5 0.0 -0.2
H -1.846 -2.728 0.784 -0.2 1.3 0.7
H -0.592 -2.337 1.848 0.4 -0.4 0.9
H -2.231 -1.992 2.358 -1.6 0.1 2.0
H 0.757 -0.545 -2.542 0.3 2.3 0.2
H 0.629 0.411 -3.957 0.9 1.0 2.1


14
Properties=species:S:1:pos:R:3:forces:R:3 method="wB97M-V/def2-TZVPD" smiles="C=N.O.O.O" e_above_lowest_kcal_mol=21.2 charge=0 homo_lumo_gap_ev=11.34 lumo_energy_ev=0.60
C -0.620 3.354 0.497 0.2 0.6 -0.4
N -0.389 2.140 0.266 -0.2 -0.4 -0.7
H -0.330 4.069 -0.279 0.3 0.0 0.2
H -1.072 3.830 1.367 -0.3 -0.5 0.2
H -0.798 1.456 0.895 0.2 0.3 0.7
O -1.384 -3.294 1.700 -1.4 1.8 0.9
H -0.912 -4.064 1.484 1.1 -1.2 -0.9
H -1.210 -2.581 1.073 0.4 -0.6 -0.1
O 2.081 0.637 -1.088 0.0 -0.3 -0.4
H 1.748 1.120 -0.330 -0.2 0.2 0.3
H 1.482 0.912 -1.793 0.1 0.0 0.1
O 0.163 -2.005 -1.219 0.3 1.0 0.1
H -0.404 -1.244 -1.430 0.1 -0.5 0.0
H 1.022 -1.554 -1.080 -0.4 -0.4 0.0


145
Properties=species:S:1:pos:R:3:forces:R:3 method="wB97M-V/def2-TZVPD" charge=+1 homo_lumo_gap_ev=7.63 lumo_energy_ev=-3.23
C 5.103 1.312 2.763 -1.2 0.6 -0.4
C 3.640 1.812 3.100 1.4 1.1 0.6
N 2.742 1.843 1.924 -0.7 -2.0 1.0
C 1.559 2.704 2.198 -0.2 1.8 -1.3
C 1.956 4.189 1.818 -0.2 -0.2 1.3
C 0.780 5.006 1.202 1.4 0.5 -0.3
C 0.665 4.659 -0.317 0.2 0.6 1.5
O -0.019 5.743 -0.988 -1.0 -1.3 0.1
C -1.283 5.238 -1.342 0.7 0.7 0.9
O -1.499 4.840 -2.423 -0.5 -0.3 -1.1
C 2.347 0.545 1.492 0.4 2.3 1.0
N 2.387 -0.525 2.415 -0.1 -0.1 -1.2
P 0.891 -1.114 3.037 -1.6 -1.9 0.4
N 0.422 -2.556 2.617 1.3 0.9 -0.4
C 3.449 -1.492 2.225 1.0 0.0 -1.2
C 4.322 -1.412 1.100 0.3 -1.6 1.4
C 5.319 -2.418 1.111 -0.9 0.9 -0.1
C 5.333 -3.367 2.136 1.9 -1.6 -0.4
N 4.545 -3.490 3.211 -0.3 2.0 -1.9
C 3.645 -2.500 3.182 -1.5 0.3 1.7
N 1.976 0.480 0.252 -0.2 -1.7 0.4
N 2.019 1.588 -0.581 0.6 0.2 -0.8
C 1.492 -0.763 -0.372 -0.4 -1.0 -1.8
C 0.141 -0.594 -1.133 0.1 0.7 0.4
C -1.067 -0.089 -0.267 -0.7 -0.2 -1.2
C -2.181 -1.197 -0.187 0.2 0.4 -0.1
C -3.092 -1.120 1.080 0.7 -0.8 -0.9
O -3.646 -2.417 1.311 0.4 0.5 0.3
C -2.738 -3.263 2.001 -0.4 -0.6 0.1
H 5.135 1.182 1.659 0.2 -0.3 0.7
H 5.330 0.383 3.309 0.2 0.5 -0.4
H 5.811 2.134 2.976 -0.2 -0.7 0.2
H 3.212 1.305 3.990 0.1 0.1 -0.7
H 3.772 2.873 3.407 -0.4 -0.6 -0.2
H 1.230 2.686 3.256 0.3 -0.3 -0.5
H 0.684 2.437 1.563 0.7 -0.2 0.3
H 2.362 4.646 2.766 -0.6 -0.1 -1.0
H 2.819 4.185 1.116 -0.6 -0.1 0.3
H 1.087 6.077 1.249 -0.3 -0.6 -0.1
H -0.170 4.936 1.766 0.4 -0.3 -0.4
H 0.146 3.682 -0.405 0.3 0.5 -0.5
H 1.690 4.612 -0.739 -0.7 -0.1 0.1
H -2.025 5.221 -0.508 0.4 0.2 -0.3
H 0.988 -1.090 4.463 0.1 0.8 -0.5
H -0.112 -0.176 2.640 0.9 0.4 0.4
H 1.136 -2.943 1.994 -0.5 -0.5 0.1
H 4.276 -0.681 0.286 -0.1 -0.3 0.5
H 6.075 -2.453 0.317 -0.4 -0.1 0.5
H 6.121 -4.141 2.063 -0.4 0.5 0.0
H 2.957 -2.487 4.051 0.4 0.0 -0.5
H 2.939 2.037 -0.504 -0.3 0.0 0.6
H 1.982 1.257 -1.553 -0.3 -0.2 0.4
H 1.421 -1.629 0.303 0.1 0.9 0.3
H 2.247 -1.042 -1.147 -0.3 0.3 0.5
H -0.089 -1.573 -1.599 0.2 0.6 0.4
H 0.290 0.115 -1.971 0.0 -0.5 0.3
H -1.525 0.747 -0.844 0.4 -0.3 0.6
H -0.781 0.336 0.717 0.0 -0.4 -0.4
H -2.815 -1.102 -1.099 0.4 -0.1 0.6
H -1.688 -2.188 -0.291 -0.4 0.5 0.5
H -3.934 -0.432 0.927 0.5 -0.3 0.2
H -2.445 -0.794 1.933 -0.7 -0.1 -0.2
H -2.458 -2.797 2.972 0.0 -0.4 -0.6
H -1.840 -3.529 1.403 -0.4 0.4 0.4
H -3.277 -4.220 2.173 0.3 0.7 0.1
C -0.102 -1.992 -5.109 -0.5 -0.3 -0.1
C 0.779 -1.629 -6.271 -0.2 -0.2 -0.7
O 1.709 -0.708 -5.688 0.0 -0.1 0.6
C 1.753 -0.966 -4.364 0.1 0.0 -0.1
O 2.550 -0.490 -3.606 -0.2 0.0 0.1
O 0.781 -1.832 -3.993 0.4 0.3 -0.1
H -0.478 -3.011 -5.167 0.1 0.0 0.2
H -0.947 -1.310 -4.992 0.1 0.0 0.0
H 1.328 -2.487 -6.662 0.0 0.0 0.0
H 0.227 -1.163 -7.084 0.2 0.1 0.0
C 3.777 -1.079 -10.502 0.4 0.1 -0.3
C 3.107 -0.162 -9.515 0.2 0.5 0.2
O 1.795 -0.718 -9.404 0.2 -0.4 -0.1
C 1.883 -2.032 -9.758 -0.1 -0.2 -0.1
O 1.009 -2.824 -9.615 0.1 0.1 0.1
O 3.098 -2.315 -10.291 -0.3 0.1 0.2
H 4.844 -1.187 -10.319 -0.1 -0.2 0.0
H 3.625 -0.765 -11.537 0.0 0.0 0.0
H 3.584 -0.183 -8.532 0.0 0.0 0.0
H 3.063 0.868 -9.865 -0.2 -0.1 0.0
C -7.564 2.280 0.996 -0.5 0.5 -0.2
C -7.004 1.340 -0.035 -0.4 -0.1 -0.4
O -5.676 1.109 0.447 0.1 0.2 0.5
C -5.680 1.353 1.783 -0.1 0.1 0.2
O -4.771 1.096 2.514 -0.1 0.2 -0.1
O -6.842 1.925 2.177 0.5 -0.4 -0.1
H -8.635 2.149 1.142 0.1 -0.1 0.2
H -7.362 3.327 0.764 0.0 -0.1 0.1
H -7.538 0.392 -0.072 0.1 0.0 0.0
H -6.986 1.774 -1.032 0.2 0.0 0.0
C 2.118 7.809 4.931 -0.5 0.2 0.2
C 3.209 8.348 4.046 0.0 0.5 -0.3
O 4.311 7.499 4.357 -0.2 -0.3 0.2
C 3.811 6.334 4.838 0.2 -0.1 0.1
O 4.457 5.354 5.033 -0.2 0.0 -0.1
O 2.473 6.430 5.068 0.3 0.1 -0.2
H 1.129 7.913 4.487 0.0 -0.2 0.0
H 2.113 8.271 5.920 0.0 0.0 0.0
H 2.976 8.248 2.982 0.0 0.0 0.0
H 3.447 9.388 4.259 0.2 -0.1 0.0
C -3.907 6.554 2.774 0.3 0.3 0.2
C -4.096 5.139 3.253 0.2 -0.3 0.4
O -5.330 4.763 2.647 0.0 0.4 -0.4
C -5.504 5.552 1.552 -0.2 -0.1 -0.1
O -6.345 5.392 0.727 0.2 0.0 0.1
O -4.585 6.555 1.520 -0.1 -0.3 0.0
H -2.858 6.819 2.648 -0.1 0.0 -0.2
H -4.380 7.286 3.432 0.0 0.0 0.0
H -3.310 4.466 2.899 0.0 0.0 0.0
H -4.159 5.069 4.337 -0.2 -0.1 -0.1
C -0.949 -7.902 1.090 0.2 -0.3 0.3
C -2.074 -6.998 1.520 -0.3 0.0 0.5
O -2.097 -6.012 0.489 0.3 -0.3 -0.3
C -1.536 -6.567 -0.618 -0.1 0.1 -0.3
O -1.548 -6.069 -1.698 0.1 0.0 0.1
O -0.959 -7.763 -0.329 -0.2 0.3 0.0
H -1.110 -8.939 1.380 0.0 0.0 -0.2
H 0.021 -7.574 1.471 0.0 0.0 0.0
H -3.039 -7.509 1.540 0.0 0.0 0.0
H -1.896 -6.540 2.492 0.0 0.2 -0.1
C 5.882 -7.268 2.979 -0.5 0.2 0.1
C 6.711 -7.429 1.731 -0.1 0.1 -0.4
O 7.979 -7.823 2.246 -0.2 0.0 0.3
C 7.769 -8.383 3.471 0.3 -0.2 0.2
O 8.594 -8.961 4.094 -0.1 0.1 -0.1
O 6.485 -8.189 3.882 0.3 0.0 -0.3
H 4.833 -7.512 2.819 0.0 -0.1 0.2
H 5.951 -6.262 3.403 0.0 0.0 0.0
H 6.333 -8.218 1.076 0.0 0.0 0.0
H 6.793 -6.506 1.158 0.2 -0.1 0.0
C -8.158 0.124 -4.329 0.2 0.3 -0.4
C -9.441 -0.664 -4.341 -0.4 0.0 -0.4
O -9.285 -1.536 -3.223 0.3 0.2 0.1
C -8.399 -0.959 -2.373 -0.1 -0.3 0.2
O -8.175 -1.347 -1.271 -0.1 0.1 -0.2
O -7.802 0.122 -2.946 -0.2 -0.2 0.1
H -8.285 1.141 -4.696 0.1 0.0 0.2
H -7.362 -0.362 -4.899 0.0 0.0 0.0
H -10.320 -0.036 -4.179 0.0 0.0 0.0
H -9.577 -1.231 -5.260 0.0 -0.2 0.2


Summary of molecular weight in g mol⁻¹
468.666, 181.188, 99.177, 87.122, 886.711, 159.214, 83.087, 1132.006
(order as listed above)